1.
96
Properties=species:S:1:pos:R:3:forces:R:3 method="wB97M-V/def2-TZVPD" s2=2.0224 total_charge=0 relative_energy_kj_mol=0.00 orbital_gap_ev="5.982 / 6.454" multiplicity=3 molar_mass_g_mol=1263.98
W -4.84160 -6.59722 18.09726 0.575 0.444 2.299
F -7.53640 -5.55982 24.99667 0.219 -0.123 -0.548
C -7.22390 -6.06714 23.80327 0.650 0.025 -0.040
C -8.04436 -7.00434 23.21886 -1.851 -1.181 0.507
F -9.13983 -7.42090 23.91055 0.596 0.484 -0.378
C -7.77811 -7.67522 22.03082 0.720 -0.548 0.251
F -8.57092 -8.70832 21.68668 0.209 0.692 0.057
C -6.59597 -7.40313 21.35039 -0.339 0.767 -0.188
P -5.95860 -8.10388 19.78986 1.207 0.473 -0.983
C -7.29886 -8.30011 18.63876 -2.703 -1.238 0.620
C -8.53212 -7.62639 18.91949 0.733 -1.316 -0.599
C -9.73110 -8.13299 18.40644 0.868 0.450 -0.085
C -9.72298 -9.28401 17.61356 -0.229 0.179 0.505
C -8.53057 -9.93907 17.32390 0.191 -0.272 0.020
C -7.32509 -9.46645 17.82698 -0.071 1.118 0.084
C -5.35243 -9.71339 20.36623 -1.433 -0.775 -0.019
C -4.04773 -9.87114 20.80765 -0.196 0.980 -0.250
C -3.72123 -10.97103 21.57398 1.261 0.061 0.179
C -4.67443 -11.88093 21.95693 -0.423 -0.897 0.374
C -5.97203 -11.78401 21.45946 -0.706 -0.040 -0.963
C -6.31581 -10.73378 20.59296 0.444 0.376 0.886
C -5.80557 -6.41227 21.92563 1.240 0.694 0.203
Br -4.23420 -5.76131 21.05512 -0.577 -0.381 0.189
C -6.02829 -5.80222 23.13613 -0.351 0.215 1.124
F -5.09334 -5.02023 23.72743 -0.886 -0.362 -0.554
H -8.53930 -6.81055 19.62975 -0.032 0.153 -0.174
H -10.62903 -7.59729 18.68939 -0.188 -0.287 -0.224
H -10.66673 -9.72451 17.30736 0.115 0.119 -0.116
H -8.55524 -10.89797 16.79588 0.061 0.503 -0.026
H -6.37674 -9.93858 17.58786 -0.144 -0.268 0.143
H -3.33084 -9.07895 20.56283 -0.095 -0.444 0.239
H -2.67678 -11.11477 21.87156 -0.436 0.117 0.057
H -4.40703 -12.69755 22.64674 -0.158 0.416 -0.493
H -6.73212 -12.55726 21.65088 0.512 0.424 0.145
H -7.34595 -10.62030 20.21476 0.680 -0.168 0.227
O -5.24461 -2.45246 14.32972 0.122 0.491 -1.459
C -6.16547 -2.86960 15.29738 1.215 -1.341 0.508
C -6.34870 -4.40669 15.20892 -2.870 0.965 0.255
C -7.29451 -4.61636 13.99722 0.286 1.743 0.793
O -7.83301 -5.87167 13.90839 -0.035 -2.066 -1.140
C -7.24735 -4.73643 16.43251 0.674 -0.982 0.068
Se -6.12364 -4.49706 17.98883 -0.343 -0.329 1.542
C -5.03582 -5.09614 15.16273 0.305 -2.281 0.359
Se -5.12597 -7.16271 15.85076 -0.213 0.995 -1.864
H -5.41687 -2.86878 13.45258 -0.009 0.561 1.137
H -7.11790 -2.36696 15.35216 -0.582 0.353 -0.775
H -5.71803 -2.65455 16.26651 0.316 0.084 -0.085
H -6.79818 -4.22119 13.10655 -0.109 -0.463 -0.458
H -8.16413 -3.96243 14.18330 0.378 0.136 -0.100
H -7.45382 -6.38644 13.17400 -0.131 0.348 0.597
H -7.66692 -5.76931 16.40952 0.324 0.897 -0.084
H -8.03340 -4.00152 16.58890 -0.172 -0.012 -0.422
H -4.29349 -4.71557 15.85084 0.053 0.240 -0.138
H -4.61525 -5.26173 14.17812 0.005 0.255 -0.193
C -0.25459 -8.28338 16.16289 -0.522 0.125 -0.714
C -0.58297 -9.60450 15.39613 -0.427 0.141 0.092
C -1.61572 -9.26988 14.25625 0.149 0.369 1.030
C 0.70215 -10.03733 14.67840 -0.487 0.246 -0.375
Si -1.24936 -10.90861 16.69994 0.067 0.025 -1.222
Br -2.75978 -9.63827 17.83479 0.164 -0.456 -0.002
C 0.06528 -11.52367 17.92969 0.498 0.735 1.253
C -0.58424 -12.13069 19.22757 0.731 0.749 0.093
C 1.04302 -12.51535 17.27749 -0.732 -1.054 -0.440
C 0.94978 -10.31614 18.42304 -0.021 0.429 1.553
C -2.23399 -12.37941 15.87217 0.949 1.190 0.554
C -1.50817 -12.96978 14.63859 -0.138 -0.760 0.300
C -3.60434 -11.81355 15.49939 -0.879 -0.741 -0.835
C -2.43348 -13.51684 16.87153 -0.297 -0.905 0.755
H 0.18287 -7.55401 15.43068 -0.057 -0.577 0.710
H 0.38113 -8.44110 17.04426 -0.043 0.281 -0.644
H -1.18327 -7.83067 16.51781 0.112 0.070 0.025
H -1.16262 -8.47634 13.65635 -0.080 0.158 0.001
H -2.58530 -8.90365 14.64134 0.446 -0.083 -0.073
H -1.80528 -10.08705 13.57131 0.015 -0.391 0.023
H 1.04321 -9.13879 14.11700 0.101 -0.658 0.217
H 0.47265 -10.83483 13.94853 0.458 0.176 0.381
H 1.46092 -10.33598 15.39849 0.233 -0.025 -0.287
H -1.21845 -12.98829 19.07450 0.009 -0.320 -0.218
H -1.20636 -11.37345 19.72799 0.205 -0.112 -0.147
H 0.22716 -12.40816 19.94002 -0.433 0.104 -0.471
H 0.51828 -13.49171 17.01794 0.657 1.293 -0.171
H 1.83066 -12.83687 17.95759 0.071 0.262 0.372
H 1.55341 -12.03897 16.42007 -0.397 -0.631 0.181
H 0.39527 -9.40835 18.83935 0.335 -1.283 -0.712
H 1.67261 -9.94634 17.68257 -0.318 -0.218 0.047
H 1.55990 -10.65582 19.31273 -0.469 0.087 -0.908
H -1.22381 -12.26312 13.86673 -0.188 0.298 -0.026
H -2.24668 -13.68155 14.19455 0.727 0.235 0.084
H -0.56866 -13.51787 14.91177 -0.890 0.348 -0.119
H -3.65527 -10.92947 14.84039 0.445 -0.319 0.353
H -4.21355 -11.59476 16.37987 0.151 -0.030 -0.039
H -4.11885 -12.62705 14.94457 -0.034 0.332 0.191
H -1.50055 -14.10570 17.06521 -0.624 0.745 0.010
H -3.10678 -14.27093 16.41617 0.001 0.338 0.180
H -2.89326 -13.20394 17.86167 0.507 -0.271 -1.230
Te -2.58547 -5.63374 18.39664 1.332 0.117 -0.785

2.
10
Properties=species:S:1:pos:R:3:forces:R:3 method="wB97M-V/def2-TZVPD" total_charge=0 smiles="C=C(F)SC" relative_energy_kj_mol=149.11 orbital_gap_ev=9.508 molar_mass_g_mol=92.14
C 2.00612 0.83258 -0.16052 3.126 -2.461 -1.130
C 1.06554 -0.04677 0.09544 -3.864 3.221 0.939
F 0.98571 -1.33480 0.24027 0.796 -0.711 -0.461
S -0.73818 0.81651 0.45753 2.361 -1.929 -0.109
C -1.92227 -0.55151 0.00398 2.053 0.016 3.306
H 1.88341 1.86017 -0.09277 -1.009 1.568 0.004
H 3.06235 0.60623 -0.53088 -1.510 -0.305 0.901
H -1.67694 -1.54122 0.49577 -0.111 1.214 -0.823
H -1.90495 -0.50987 -1.01852 -0.665 -0.553 -2.421
H -2.76078 -0.13133 0.50970 -1.177 -0.059 -0.205

3.
20
Properties=species:S:1:pos:R:3:forces:R:3 method="wB97M-V/def2-TZVPD" total_charge=+1 relative_energy_kj_mol=568.95 orbital_gap_ev=4.655 molar_mass_g_mol=121.23
C -1.25227 2.29803 2.20303 -0.990 0.338 0.127
N 0.82854 0.17923 0.70940 0.868 0.109 -0.243
C 0.79885 -0.54168 -0.51153 0.570 -0.249 -0.083
C 0.10535 -1.93949 -0.29351 -0.940 -0.032 -0.053
S 0.15878 -2.93897 -1.77232 0.318 -0.107 -0.151
C -0.46492 3.11708 1.21007 1.111 -0.523 1.361
N 0.07739 2.36907 0.13466 -1.941 0.010 -0.979
H -0.80157 1.35428 2.48103 0.248 -0.033 -0.004
H -2.24808 2.10365 1.80816 -0.019 -0.277 -0.130
H 1.78969 0.38213 0.99734 0.031 -0.368 0.283
H 0.20898 0.03509 -1.22454 -0.405 -0.073 -0.211
H 1.76841 -0.76286 -0.95361 0.158 0.306 0.023
H -0.94781 -1.84467 -0.03429 0.183 0.310 0.327
H 0.61747 -2.46736 0.50094 0.114 -0.090 0.046
H -0.89728 -2.37630 -2.37727 0.024 0.022 0.009
H -1.10870 3.89603 0.77561 0.179 0.119 -0.381
H 0.35703 3.65096 1.71609 -0.197 0.296 -0.006
H 0.59423 2.99157 -0.47928 0.992 -0.508 -0.037
H 0.33382 1.23469 0.41614 -0.562 0.783 0.104
H -1.43962 2.88399 3.10404 0.256 -0.030 -0.002